Entry 1:
{"formula": "C17H21N5O3S", "method": "wB97M-V/def2-TZVPD", "elements": ["C", "C", "N", "C", "S", "C", "C", "O", "N", "N", "C", "O", "C", "C", "C", "C", "O", "C", "C", "C", "N", "N", "C", "C", "C", "C", "H", "H", "H", "H", "H", "H", "H", "H", "H", "H", "H", "H", "H", "H", "H", "H", "H", "H", "H", "H", "H"], "coordinates": [[0.1249, 2.6293, -5.3968], [0.8703, 2.6592, -4.0659], [0.2267, 1.8240, -3.0877], [-0.7177, 2.2134, -2.1829], [-1.2528, 3.8545, -2.0029], [-2.1711, 3.6364, -0.4494], [-1.3195, 2.8586, 0.5393], [-0.1587, 3.1203, 0.7843], [-1.9985, 1.8992, 1.1987], [-1.2989, 1.0303, 2.0306], [-1.8971, -0.1263, 2.4168], [-3.0802, -0.3164, 2.1914], [-1.0345, -1.0625, 3.1737], [0.3400, -1.1529, 2.9882], [1.0942, -2.0595, 3.7115], [0.4814, -2.8953, 4.6414], [1.1257, -3.8097, 5.4094], [2.5216, -3.9407, 5.2828], [-0.9036, -2.8191, 4.8165], [-1.6471, -1.9222, 4.0870], [-1.1244, 1.2024, -1.4666], [-0.4508, 0.1188, -1.8881], [0.3480, 0.4754, -2.8564], [1.2327, -0.4234, -3.5936], [1.7239, -1.6675, -2.9013], [0.7057, -1.7826, -3.9826], [0.6322, 3.2642, -6.1175], [0.0829, 1.6150, -5.7881], [-0.8906, 2.9945, -5.2637], [0.8869, 3.6779, -3.6679], [1.9008, 2.3163, -4.1936], [-2.3539, 4.6455, -0.0793], [-3.1106, 3.1320, -0.6660], [-2.8738, 1.4874, 0.8908], [-0.3063, 1.2228, 2.0618], [0.8398, -0.5399, 2.2526], [2.1576, -2.1095, 3.5379], [2.8094, -4.7160, 5.9910], [2.8061, -4.2512, 4.2724], [3.0375, -3.0094, 5.5372], [-1.3658, -3.4812, 5.5312], [-2.7177, -1.8636, 4.2093], [1.9035, 0.0688, -4.2861], [1.3911, -1.8156, -1.8866], [2.7353, -1.9881, -3.0995], [-0.3072, -2.0119, -3.6924], [1.0025, -2.1818, -4.9407]], "mulliken_charge": [-0.935, -0.830, 0.298, 0.351, -0.196, -0.377, 0.299, -0.695, -0.317, -0.171, 0.440, -0.716, 0.637, -0.780, -0.590, 0.880, -0.451, -0.827, -0.494, -0.587, -0.056, -0.819, 0.236, -0.009, -0.723, -0.623, 0.379, 0.286, 0.297, 0.422, 0.334, 0.375, 0.375, 0.353, 0.328, 0.308, 0.383, 0.238, 0.334, 0.336, 0.422, 0.419, 0.356, 0.290, 0.262, 0.275, 0.285], "e_homo_ev": -8.30, "homo_lumo_gap_ev": 8.93, "smiles": "CCn1c(SCC(=O)NNC(=O)c2ccc(OC)cc2)nnc1C1CC1"}

***

Entry 2:
{"formula": "C17H21NO4S", "method": "wB97M-V/def2-TZVPD", "elements": ["C", "C", "S", "C", "C", "C", "C", "C", "C", "C", "C", "O", "N", "C", "C", "C", "C", "O", "C", "C", "O", "C", "O", "H", "H", "H", "H", "H", "H", "H", "H", "H", "H", "H", "H", "H", "H", "H", "H", "H", "H", "H", "H", "H"], "coordinates": [[6.1007, -1.1473, 1.4844], [5.2718, -0.0754, 0.6641], [3.6193, -0.7859, 0.1839], [3.1109, 0.2878, -1.2302], [1.7547, 1.0165, -0.9960], [1.7077, 2.3261, -0.3207], [0.4620, 3.0609, -0.0803], [-0.7939, 2.4530, -0.5741], [-0.7173, 1.1832, -1.2498], [0.5209, 0.4165, -1.4684], [0.2302, -0.9311, -2.1908], [1.0370, -1.7128, -2.6145], [-1.1878, -0.9511, -2.2465], [-1.8944, -2.2205, -1.9643], [-2.8045, -2.2104, -0.6850], [-2.0236, -2.0239, 0.6788], [-2.4649, -0.7719, 1.5178], [-3.8757, -0.4965, 1.4468], [-4.2065, 0.6302, 2.2057], [-3.6304, 2.0166, 1.7303], [-4.9195, 0.5947, 3.1654], [-1.8081, 0.2905, -1.9095], [-2.9550, 0.5513, -2.1596], [5.3761, -1.9188, 1.8468], [6.6279, -0.6036, 2.3026], [6.8186, -1.6602, 0.7891], [5.8158, 0.2925, -0.2495], [5.0378, 0.8434, 1.2749], [3.0117, -0.3165, -2.1653], [3.8783, 1.0928, -1.4182], [2.6481, 2.8003, 0.0607], [0.4375, 4.0473, 0.4347], [-1.7740, 2.9540, -0.4363], [-1.2148, -3.1129, -1.9441], [-2.5871, -2.4014, -2.8393], [-3.2790, -3.2337, -0.6376], [-3.6749, -1.5050, -0.7931], [-2.1970, -2.9256, 1.3307], [-0.9188, -1.9716, 0.4831], [-1.8125, 0.1018, 1.2461], [-2.2377, -1.0107, 2.6004], [-2.6097, 2.2197, 2.1391], [-4.3236, 2.8537, 1.9816], [-3.5562, 1.9543, 0.6059]], "mulliken_charge": [-0.894, -0.351, -0.116, -0.952, 0.690, -0.429, -0.910, -0.404, 0.259, 0.130, 0.444, -0.577, 0.282, -1.010, -0.558, -0.665, -0.316, -0.284, 0.519, -0.611, -0.532, -0.130, -0.542, 0.275, 0.298, 0.238, 0.312, 0.250, 0.405, 0.475, 0.340, 0.382, 0.560, 0.388, 0.301, 0.402, 0.435, 0.407, 0.253, 0.141, 0.387, 0.237, 0.350, 0.120], "e_homo_ev": -8.75, "homo_lumo_gap_ev": 8.12, "smiles": "CCSCc1cccc2c1C(=O)N(CCCCOC(C)=O)C2=O"}

***

Entry 3:
{"formula": "C17H21O4P", "method": "wB97M-V/def2-TZVPD", "elements": ["O", "C", "C", "C", "C", "O", "C", "C", "H", "H", "H", "H", "O", "C", "C", "C", "C", "O", "C", "C", "H", "H", "H", "H", "C", "C", "C", "C", "C", "P", "H", "H", "H", "H", "H", "H", "H", "H", "H", "H", "H", "H", "H"], "coordinates": [[1.3254, 2.8817, 2.7527], [0.7026, 3.9169, 2.6542], [1.3924, 5.2287, 2.5874], [0.7064, 6.3636, 2.4803], [-0.7765, 6.3647, 2.4219], [-1.4006, 7.3990, 2.3231], [-1.4661, 5.0526, 2.4888], [-0.7806, 3.9172, 2.5950], [2.4738, 5.2043, 2.6311], [1.1879, 7.3319, 2.4307], [-2.5475, 5.0772, 2.4452], [-1.2631, 2.9488, 2.6432], [3.0039, -6.6765, -4.4473], [2.5755, -5.6828, -3.9017], [3.3528, -4.4189, -3.8833], [2.8824, -3.3288, -3.2829], [1.5611, -3.3303, -2.6085], [1.1358, -2.3328, -2.0638], [0.7830, -4.5941, -2.6269], [1.2536, -5.6843, -3.2269], [4.3134, -4.4397, -4.3817], [3.4320, -2.3966, -3.2560], [-0.1784, -4.5766, -2.1294], [0.7038, -6.6163, -3.2529], [-0.0923, 0.1820, 1.2791], [-1.4350, 0.4799, 0.5773], [-1.3379, 1.7103, -0.3595], [-1.9823, -0.7123, -0.2286], [-2.3696, -1.9546, 0.5993], [-1.0594, -3.1914, 1.0160], [-0.2198, 0.0243, 2.3509], [0.4296, -0.6751, 0.8599], [0.5609, 1.0481, 1.1855], [-2.1880, 0.6672, 1.3488], [-1.9243, 2.5513, 0.0104], [-0.2995, 2.0174, -0.4822], [-1.7114, 1.4626, -1.3545], [-2.9117, -0.3532, -0.6886], [-1.3161, -0.9714, -1.0544], [-2.8836, -1.6705, 1.5189], [-3.0944, -2.5211, 0.0115], [-0.1861, -3.0714, -0.0762], [-0.3516, -2.6309, 2.0939]], "mulliken_charge": [-0.530, 0.353, -0.415, -0.380, 0.355, -0.547, -0.326, -0.203, 0.422, 0.405, 0.417, 0.445, -0.543, 0.332, -0.375, -0.352, 0.397, -0.454, -0.180, -0.433, 0.393, 0.423, 0.401, 0.412, -1.329, 1.126, -1.494, -1.038, -0.953, -0.015, 0.228, 0.293, 0.297, 0.292, 0.253, 0.335, 0.470, 0.394, 0.362, 0.434, 0.383, -0.055, 0.003], "e_homo_ev": -8.49, "homo_lumo_gap_ev": 6.91, "smiles": "O=C1C=CC(=O)C=C1.O=C1C=CC(=O)C=C1.CC(C)CCP"}

***

Entry 4:
{"formula": "C17H22B2F4IN8Ru", "method": "wB97M-V/def2-TZVPD", "elements": ["Ru", "C", "C", "C", "C", "N", "N", "B", "N", "C", "C", "C", "C", "N", "N", "C", "C", "C", "C", "N", "N", "C", "C", "C", "C", "N", "H", "H", "H", "H", "H", "H", "H", "H", "H", "H", "H", "H", "H", "H", "H", "H", "H", "H", "H", "H", "F", "B", "F", "F", "F", "I", "C", "H", "H"], "coordinates": [[-0.0731, -0.1605, 0.1040], [-1.5939, 2.4857, -1.5966], [-0.6623, 2.7946, -0.4762], [-0.3883, 4.0381, 0.0986], [0.5419, 3.7979, 1.0859], [0.8232, 2.4884, 1.0994], [0.0739, 1.8726, 0.1598], [1.7775, 1.6155, 1.9465], [2.5822, 0.7373, 0.9366], [3.8955, 0.7251, 0.6895], [4.1256, -0.0543, -0.4285], [2.8700, -0.5026, -0.8328], [2.5146, -1.3303, -2.0235], [1.9503, -0.0274, 0.0210], [0.8725, 0.6783, 2.7710], [0.6443, 0.5782, 4.0876], [-0.3971, -0.2974, 4.2860], [-0.7911, -0.7216, 3.0164], [-1.8896, -1.6749, 2.6892], [-0.0084, -0.1205, 2.1109], [2.7304, 2.4413, 2.7490], [3.4685, 3.5034, 2.3217], [4.4432, 3.7355, 3.2511], [4.2501, 2.7395, 4.2364], [5.0271, 2.5221, 5.4936], [3.2343, 1.9590, 3.9188], [-1.4919, 3.2416, -2.3737], [-2.6250, 2.4911, -1.2474], [-1.4018, 1.5099, -2.0392], [-0.8158, 4.9848, -0.1811], [1.0208, 4.4717, 1.7756], [4.5762, 1.2783, 1.3159], [5.0716, -0.2616, -0.8969], [3.0922, -1.0016, -2.8857], [1.4576, -1.2420, -2.2802], [2.7456, -2.3858, -1.8674], [1.2635, 1.1250, 4.7758], [-0.8281, -0.6005, 5.2238], [-2.5990, -1.6919, 3.5138], [-1.5148, -2.6943, 2.5730], [-2.4290, -1.3867, 1.7918], [3.2614, 4.0000, 1.3875], [5.1879, 4.5127, 3.2380], [5.8529, 3.2273, 5.5608], [5.4326, 1.5114, 5.5280], [4.3925, 2.6565, 6.3693], [-2.0041, 0.0426, -0.0517], [-4.0336, 0.0700, -0.3019], [-4.2418, -1.0716, 0.3507], [-3.9767, 0.0389, -1.6292], [-4.2342, 1.2225, 0.3170], [-1.2019, -2.8845, -0.7402], [0.4380, -2.3068, 0.3227], [1.3701, -2.5346, -0.1716], [0.4162, -2.5532, 1.3767]], "mulliken_charge": [0.236, -1.500, 0.643, -1.556, 0.085, 0.751, 0.038, -0.047, 0.841, 0.086, -1.537, 0.681, -1.630, 0.153, 0.367, 0.160, -1.665, 0.637, -1.334, 0.650, 0.583, -0.412, -1.142, 0.703, -1.265, -1.100, 0.462, 0.228, 0.260, 0.481, 0.734, 0.466, 0.497, 0.426, 0.273, 0.335, 0.612, 0.519, 0.406, 0.231, 0.131, 0.662, 0.430, 0.361, 0.303, 0.303, -0.800, 0.557, -0.238, -0.210, -0.210, 0.323, -0.849, 0.408, 0.472], "e_homo_ev": [-11.94, -11.94], "homo_lumo_gap_ev": [6.01, 5.83], "total_charge": 1}

***

| no. | electronic energy (eV) |
| --- | --- |
| 1 | -42396.9349 |
| 2 | -38483.6505 |
| 3 | -35445.1770 |
| 4 | -52813.4077 |